Record 1
{
  "formula": "C2H2N4O2",
  "method": "ωB97M-V/def2-TZVPD",
  "species": ["C", "C", "H", "H", "N", "N", "N", "N", "O", "O"],
  "positions_angstrom": [[0.769875, 0.632403, -0.111174], [0.949007, -0.823851, -0.209040], [0.979515, 2.533868, 0.549424], [-1.989759, -1.586826, -0.065744], [1.492064, 1.558327, 0.374097], [-0.696476, 1.018847, -0.682790], [-1.682514, 0.328382, -0.218395], [-1.435177, -0.766580, 0.594658], [-0.254696, -1.377107, -0.021475], [1.868165, -1.517460, -0.209559]],
  "forces_ev_per_angstrom": [[-1.99, 3.47, -0.81], [-1.79, 1.93, 2.16], [1.09, -2.74, -1.07], [0.47, 2.90, 3.17], [-1.72, 0.32, 0.32], [-1.01, -2.44, 2.83], [1.94, 3.25, -1.38], [-0.61, -2.78, -4.76], [0.14, -2.23, 0.55], [3.47, -1.68, -1.02]],
  "homo_ev": -10.26,
  "multiplicity": 1,
  "orbital_gap_ev": 9.47,
  "smiles": "[H]/N=c1\\nn[nH]oc1=O"
}

Record 2
{
  "formula": "C2H2N4O3",
  "method": "ωB97M-V/def2-TZVPD",
  "species": ["C", "C", "N", "N", "N", "N", "O", "O", "O", "H", "H"],
  "positions_angstrom": [[-0.453817, -0.908780, -1.629944], [-0.237629, -3.068806, 2.098269], [-1.501948, -1.037428, -1.124523], [-1.198434, -3.280018, 2.686040], [1.432170, 0.377261, 1.002169], [1.395732, -1.904146, 0.792510], [0.602257, -0.684646, -2.045609], [0.807048, -3.017527, 1.371690], [0.894226, -0.761047, 1.209936], [2.177062, 0.343058, 0.412742], [-2.364134, -1.429878, -0.822617]],
  "forces_ev_per_angstrom": [[-0.31, -0.07, 0.30], [-0.73, 0.54, 0.04], [-1.29, 0.02, 0.65], [-0.56, 0.04, 0.53], [-2.76, 1.85, 1.91], [1.66, 0.98, -1.37], [1.44, 0.20, -0.74], [0.87, -0.28, -0.38], [-1.66, -2.15, 1.73], [3.18, -0.99, -2.48], [0.16, -0.14, -0.18]],
  "homo_ev": [-10.49, -10.34],
  "multiplicity": 1,
  "orbital_gap_ev": [9.34, 9.43]
}

Calculated values (kcal/mol) of ΔE to the lowest compared entry with this formula, charge and spin for the records, taken in order: 162.8, 148.6.